# 1
This record from OMol25 describes a cluster of 9 separate species, C35H51BrCl32NO4S2 in total. The level of theory is ωB97M-V/def2-TZVPD.

XYZ file:
```
126
Properties=species:S:1:pos:R:3:forces:R:3
Br -3.71020 -3.47821 1.15296 0.1 0.0 0.2
Cl -5.01266 -7.43138 -3.04860 0.0 0.0 0.0
Cl -3.51923 -4.96894 -2.91246 0.0 0.0 0.0
Cl 3.94614 8.93204 3.43353 -0.1 0.0 0.0
Cl -5.91621 -6.06535 2.46146 0.0 0.0 0.0
Cl 2.84849 10.79760 1.53689 0.0 0.0 0.0
Cl -1.96817 5.76833 -0.38520 0.1 0.0 -0.1
Cl -6.83001 2.78302 -3.71535 0.1 -0.1 0.0
Cl -7.95002 5.32961 -4.44926 0.0 0.0 0.0
Cl 4.95313 5.37800 2.46761 0.0 -0.1 0.0
Cl 3.83198 8.24875 0.62601 0.0 0.0 0.0
Cl 5.02414 1.17076 7.23990 0.0 0.0 0.0
Cl 7.70680 5.16796 1.63136 0.0 0.0 0.0
Cl -6.42329 -0.39111 -6.17530 0.0 0.0 0.0
Cl -7.66096 -8.36170 2.47199 0.0 0.0 0.0
Cl 6.37737 0.27910 4.85864 0.0 0.0 -0.1
Cl -1.32251 6.74738 2.23347 0.0 0.0 0.1
Cl 6.92404 4.26970 4.26470 0.0 0.0 0.0
Cl -0.56031 4.07120 1.46090 0.1 0.0 0.1
Cl 7.75198 0.24241 7.39412 0.0 0.0 0.0
Cl -5.03642 1.93566 -7.16771 0.0 0.0 0.0
Cl -7.43736 4.72844 -1.67658 0.0 0.0 0.0
Cl -3.79465 0.26164 -5.17303 0.0 0.0 0.0
Cl 0.79309 6.36149 0.34773 -0.1 -0.1 -0.2
Cl -8.35313 -6.05267 0.89429 0.0 0.0 0.0
Cl -5.23872 5.18504 -3.48763 0.0 0.0 0.0
Cl -6.35175 -4.90824 -3.43005 0.0 0.0 0.0
Cl 5.61615 -1.62662 6.88607 0.0 0.0 0.0
Cl 6.95846 7.07943 3.64954 0.0 0.0 0.0
Cl 5.68089 10.25733 1.54843 0.0 0.0 0.0
Cl -4.11497 -0.70198 -7.87210 0.0 0.0 0.0
Cl -8.47895 -5.92134 3.76919 0.0 0.0 0.0
Cl -5.39038 -5.64847 -0.81757 0.0 -0.1 -0.1
S -2.14405 1.77646 -0.65334 0.0 0.2 -0.2
S 2.31062 -4.74078 -1.47626 0.3 0.2 0.4
O 2.70679 0.51322 4.81470 -0.5 -0.3 0.1
O 1.16799 -2.61183 1.20243 -0.8 -0.3 0.1
O -3.10780 -0.99972 2.06111 -0.2 0.3 0.1
O -0.43733 0.42567 -5.84271 0.1 0.0 0.1
N -0.29701 -1.87433 -0.34821 0.5 -0.7 -1.0
C 5.22302 -0.09066 -1.64990 0.2 0.2 0.8
C 2.11606 1.55762 4.06448 0.5 0.6 -0.4
C 0.42585 -0.31800 1.34087 -0.7 0.6 0.2
C -6.86700 4.50585 -3.33232 -0.1 0.1 0.0
C 6.63994 5.47527 3.00191 0.0 0.0 0.1
C 2.88181 -3.91654 2.25349 -0.4 0.0 0.1
C 4.07980 9.56032 1.78927 -0.1 0.1 0.0
C 2.29002 1.60180 -1.55821 -0.4 0.0 0.5
C -0.02112 -1.82728 1.13873 1.4 0.8 0.0
C 0.38970 0.50149 -4.68825 -0.1 -0.1 -0.1
C -3.68428 1.89509 -1.58196 -0.3 -0.4 -0.2
C -1.11682 -3.00346 -0.90852 -0.1 -0.4 -0.6
C 6.19349 0.01951 6.60611 -0.1 0.0 0.0
C 2.09027 1.25674 2.56573 0.4 -0.2 0.4
C -0.43350 -0.47626 -0.97303 -0.2 0.1 -0.1
C 1.68069 -0.18376 2.21998 0.0 -0.5 -0.3
C -5.07701 -5.74616 -2.54979 -0.1 0.0 0.0
C -7.60909 -6.60268 2.39733 -0.1 0.0 0.0
C -1.10392 -2.38846 2.04866 -0.5 -0.5 -0.2
C 4.36038 -0.77037 -0.59060 -0.2 -0.5 -0.4
C 0.53651 -4.98515 -1.20766 -0.4 0.3 -0.5
C 1.41670 -3.46813 2.31741 0.6 -0.4 0.2
C 0.61152 0.28291 -0.10036 0.0 0.5 0.6
C -0.43231 0.55753 -3.38998 -0.2 -0.4 -0.1
C 2.08759 0.47075 -0.52803 0.4 -0.5 -0.8
C 2.85583 -0.80650 -0.93260 0.5 0.3 0.4
C -0.36290 -3.91629 -1.88797 0.5 -0.2 1.0
C -2.56744 -2.01160 1.82070 -0.2 -0.2 0.2
C -1.89828 -0.00818 -0.86880 -0.3 0.1 0.2
C -0.76010 5.73948 0.90183 0.0 0.1 0.2
C -4.85222 1.07554 -1.01730 0.0 0.0 0.0
C -0.97443 0.44288 3.32457 0.3 0.3 -0.4
C -0.65696 0.51411 2.03501 0.0 -0.3 0.7
C -4.84562 0.27679 -6.60359 -0.1 0.0 -0.1
C -0.18842 -0.66547 -2.47832 0.3 0.4 -0.2
H -2.47673 -0.51584 -0.10144 0.3 -0.1 0.1
H -1.13126 -4.45314 -2.43039 0.0 0.1 -0.3
H -3.45986 1.54582 -2.58894 0.0 0.1 -0.1
H 2.94326 -4.99660 2.17323 0.1 -0.1 -0.1
H 0.26315 1.30327 0.05152 -0.1 0.1 -0.5
H 5.10144 0.98965 -1.64604 -0.2 0.1 -0.2
H 3.12301 1.39364 2.23510 0.1 0.0 -0.1
H 6.27203 -0.26402 -1.41971 0.1 -0.1 -0.2
H 1.43018 2.26717 -1.53773 -0.1 0.1 -0.2
H 3.13751 2.21701 -1.27230 0.2 0.0 -0.1
H 2.47393 -1.69439 -0.43410 -0.2 0.0 0.0
H -0.70458 1.31666 -6.08022 -0.1 0.1 -0.1
H 0.79325 -1.06895 -2.68310 0.5 0.0 0.2
H 2.72266 2.45985 4.18682 -0.1 0.2 0.1
H -4.55723 0.40469 -0.21508 0.1 -0.1 0.1
H -0.84565 -2.09539 3.06159 -0.1 0.2 0.1
H -2.37628 -0.26966 -1.80992 -0.2 0.0 -0.1
H 1.50394 -0.76105 3.12434 0.0 0.1 0.3
H 4.99654 -0.49822 -2.62991 0.0 0.1 -0.2
H 1.13404 1.79230 4.46110 -0.2 -0.3 0.2
H 1.24894 -2.96885 3.26935 -0.2 0.3 0.0
H -0.34134 1.50308 -2.87764 0.3 0.2 0.2
H 0.99629 -0.40209 -4.71972 0.1 -0.1 0.1
H 0.63627 -2.11668 -0.70353 0.2 0.0 0.3
H 4.52403 -0.37277 0.41039 0.0 0.2 0.1
H 3.42615 0.14517 4.29561 0.3 0.0 0.1
H -0.44858 -0.16837 4.04511 0.0 -0.2 0.1
H -0.88542 -1.41547 -2.84840 0.0 -0.2 0.1
H -1.77957 1.05164 3.70639 0.0 0.1 0.1
H 0.27322 -5.96619 -1.58695 -0.1 -0.1 0.0
H -1.19289 1.25819 1.46197 -0.1 -0.2 -0.2
H 2.25432 -4.21371 -2.70441 -0.1 -0.1 -0.1
H 2.83263 -0.97447 -2.00556 -0.4 -0.1 -0.3
H -1.08963 -3.47405 2.04136 0.2 -0.1 -0.2
H -5.28123 0.46691 -1.80949 -0.2 0.0 0.0
H 4.68189 -1.81389 -0.54873 0.1 -0.1 0.1
H 1.52203 2.01647 2.03405 -0.2 0.0 0.0
H -3.95754 2.94116 -1.66847 0.2 0.2 0.1
H 2.52109 -0.67684 1.73603 0.0 -0.1 0.0
H -5.63360 1.70861 -0.60974 -0.1 0.1 0.0
H 1.06133 1.35405 -4.76677 0.1 0.1 0.1
H 2.62727 0.84378 0.33736 -0.4 -0.1 0.2
H 3.39891 -3.63241 3.16407 0.2 0.1 0.0
H 0.34938 -4.98932 -0.13737 0.2 -0.1 0.2
H -1.46458 0.50268 -3.73357 -0.1 0.1 0.1
H 0.26833 -3.33771 -2.55263 -0.3 0.1 -0.4
H 3.36650 -3.46963 1.39341 0.1 0.1 -0.1
H -1.97169 -2.59926 -1.44016 -0.2 0.3 0.3
H -1.48859 -3.63038 -0.10958 0.0 0.2 0.2
H 2.46170 1.22642 -2.55563 -0.1 0.0 -0.4
H 0.77135 -4.34519 2.28382 -0.2 0.0 -0.1
```
Forces are in eV/Å.

E_LUMO = -2.269 eV
Frontier orbital gap = 8.91 eV
Spin multiplicity = 1
Molar mass = 1828.3 g/mol
Total charge = +1
E_HOMO = -11.2 eV

=====

# 2
This record from OMol25 describes a cluster of 2 separate species, C25H29FNO2 in total. The level of theory is ωB97M-V/def2-TZVPD.

XYZ file:
```
58
Properties=species:S:1:pos:R:3:forces:R:3
F 1.53961 6.88858 -2.90468 -0.2 -1.3 2.1
O -0.50320 -1.41476 4.97622 0.9 0.2 -1.1
O 0.63817 -0.37376 3.32087 0.2 -0.5 0.0
N -1.89674 -2.72972 2.91112 0.9 -0.6 -0.9
C 2.17734 3.66206 3.86177 -0.5 -0.2 -0.4
C 0.80330 4.22656 1.94532 1.3 0.8 -0.5
C 0.68698 4.31129 -0.47027 0.2 0.0 0.0
C 1.30026 5.92624 3.77034 0.3 -0.1 -0.3
C 1.42147 6.34859 0.70280 0.1 0.0 -0.5
C -2.87611 -1.78787 2.86254 -0.4 1.9 0.8
C 1.37684 6.24304 -1.69743 -0.2 0.7 -1.3
C -5.36404 -1.40478 2.52623 0.3 0.4 -0.3
C -5.22186 -0.21075 3.48589 -0.5 -0.2 0.3
C -3.79511 0.35551 3.69132 -0.3 0.3 0.0
C 0.94205 4.98693 0.76137 -0.4 0.3 -0.2
C -0.47882 -2.46596 2.83390 -0.6 0.4 -0.2
C 1.24430 0.44298 4.32400 -0.3 -0.1 -0.2
C -2.23885 -4.05973 3.36032 -0.5 -0.5 -0.1
C 2.97672 5.30882 5.41012 0.0 -0.2 -0.2
C 2.10559 6.26377 4.85744 -0.3 -0.2 -0.3
C -0.91384 -4.77649 3.59283 -0.5 -0.2 0.3
C 1.59000 6.98621 -0.52768 -0.1 -0.1 0.8
C 2.95474 3.98069 4.96025 0.2 0.3 0.0
C -2.70163 -0.42930 3.05472 0.0 -2.1 -0.7
C 1.39520 4.62604 3.18161 -0.2 0.6 1.5
C -4.25178 -2.41632 2.75054 -0.5 0.2 0.2
C -0.12673 -1.36965 3.81922 -0.7 -0.4 1.8
C 0.95584 4.90473 -1.69144 -0.2 0.1 0.2
C 0.19270 -3.81545 3.18256 0.3 0.4 -0.3
H -1.72524 0.04940 2.92532 -0.4 -0.3 0.3
H 0.78759 4.36349 -2.61839 0.1 0.2 0.1
H -5.57217 -0.56146 4.47012 0.0 0.1 -0.3
H -5.91050 0.59200 3.20650 0.1 -0.1 -0.1
H 2.04110 7.27629 5.27034 0.1 -0.5 -0.1
H 0.32797 3.27792 -0.40585 0.1 0.4 -0.2
H 2.15592 0.81087 3.86819 0.2 0.0 0.1
H 3.69434 5.59068 6.18128 -0.4 0.0 0.0
H -0.19862 -2.11571 1.83202 0.0 -0.1 0.0
H -0.88391 -5.70220 3.02263 0.1 0.0 0.0
H -3.64153 0.34964 4.79008 0.2 0.1 -0.5
H -0.88034 -5.02859 4.65050 0.4 -0.1 0.0
H -6.32696 -1.90174 2.67536 0.0 0.1 0.1
H -4.25704 -3.12733 1.90969 0.2 0.2 0.2
H 0.46882 3.19310 1.85088 0.1 0.1 -0.1
H 0.57442 1.26345 4.57977 0.0 0.0 0.2
H 3.55944 3.20564 5.45016 -0.2 0.5 -0.3
H 1.68385 6.88910 1.62247 -0.2 -0.3 -0.6
H 1.87487 8.04873 -0.56836 0.0 -0.7 -0.1
H 0.91908 -3.68441 3.98297 0.1 0.0 -0.1
H 0.70463 -4.16207 2.28422 0.1 -0.1 0.2
H -5.36029 -1.10177 1.47027 0.1 0.2 0.2
H 2.18163 2.66467 3.43724 0.1 0.1 0.2
H -2.84148 -4.01746 4.28836 0.4 0.0 -0.3
H -3.69924 1.40185 3.38751 -0.4 0.1 0.0
H -4.50758 -3.00870 3.63947 0.2 0.1 -0.1
H 1.45222 -0.15744 5.20238 0.1 0.1 0.2
H -2.86689 -4.56703 2.61101 0.3 0.0 0.2
H 0.59111 6.65294 3.35320 0.3 -0.3 0.3
```
Forces are in eV/Å.

ΔE to the lowest compared entry with this formula, charge and spin = 113.25 kJ/mol
E_LUMO = -6.118 eV
Frontier orbital gap = 2.67 eV
Spin multiplicity = 1
Molar mass = 394.5 g/mol
Total charge = +1
E_HOMO = -8.8 eV

=====

# 3
This record from OMol25 describes the ion C7H13N6O with charge +1. The level of theory is ωB97M-V/def2-TZVPD.

XYZ file:
```
27
Properties=species:S:1:pos:R:3:forces:R:3
O -1.93802 0.91535 -2.06987 -0.1 -0.4 -0.3
N 1.15415 0.71197 1.78538 0.7 2.2 2.6
N 2.25894 0.25255 -2.15009 -0.7 1.7 1.4
N -1.50499 -1.78440 -1.33329 -0.6 0.8 -1.5
N 0.86236 -0.13134 0.85598 -0.5 -1.0 -1.5
N -1.06509 -1.51022 1.38924 1.4 1.2 1.2
N 0.14980 1.40743 -1.66567 3.9 1.3 -0.2
C 0.44734 1.85061 2.46780 -0.3 -2.1 -2.0
C -1.94456 -2.60558 -0.46483 -1.5 -2.0 -1.2
C -0.57749 -0.80930 -0.98223 -1.1 0.8 1.4
C -1.56875 -2.63479 0.88391 -0.9 0.4 -1.3
C -0.87104 0.50736 -1.71393 -1.9 -1.4 0.9
C -0.51636 -0.43251 0.59841 0.0 -0.3 -2.0
C 1.51393 1.23099 -1.60634 0.3 0.7 -1.4
H -0.09102 2.35295 -1.98031 -0.2 -0.2 0.6
H -0.53317 1.75664 2.80937 -1.7 -1.4 0.6
H 3.25627 0.42503 -2.29972 -0.5 -0.2 0.5
H -1.91487 -3.34720 1.55663 -0.5 -1.2 1.0
H 2.14022 0.93874 1.77726 0.0 -0.4 0.2
H 0.34197 -1.17539 -1.32352 1.9 -0.5 0.0
H -1.18707 0.40867 0.63140 -0.3 0.8 0.7
H -2.70081 -3.28376 -0.98358 1.1 0.2 1.6
H 0.99046 2.19681 3.25976 1.9 0.5 2.0
H 2.03776 2.21011 -1.30226 -0.5 -1.8 -0.7
H 0.33697 2.62399 1.80059 0.1 2.1 -1.9
H 1.90903 -0.67762 -2.33582 -0.1 0.1 -0.2
H -0.98594 -1.39706 2.39574 0.1 -0.2 -0.4
```
Forces are in eV/Å.

ΔE to the lowest compared entry with this formula, charge and spin = 445.82 kJ/mol
E_LUMO (spin up / spin down) = -4.856 / -4.873 eV
Frontier orbital gap (spin up / spin down) = 6.14 / 5.04 eV
Spin multiplicity = 1
Molar mass = 197.2 g/mol
Total charge = +1
E_HOMO (spin up / spin down) = -11.0 / -9.9 eV

=====

# 4
This record from OMol25 describes a structure of composition C3H14NOPb. The level of theory is ωB97M-V/def2-TZVPD.

XYZ file:
```
20
Properties=species:S:1:pos:R:3:forces:R:3
Pb 0.17076 -0.13642 -1.47035 -1.8 0.4 -0.2
O 0.72935 -0.91518 1.72323 -0.3 -0.1 1.6
N 1.52445 -2.00985 -0.78886 1.4 -1.1 0.3
C -1.67786 1.52353 0.70017 -0.4 0.7 1.0
C 1.12445 -0.18225 4.07917 0.1 -0.1 0.0
C 1.47468 -0.03712 2.59667 0.0 -0.1 -0.7
H 0.80840 1.30159 -2.35553 0.8 0.5 -0.6
H 2.53806 -0.28845 2.40960 -0.4 0.2 0.3
H -0.56802 1.49773 0.72054 -0.9 -0.4 -0.1
H 2.42509 -1.61615 -0.54070 0.1 0.0 0.1
H -2.16970 0.65485 0.22636 0.7 0.4 0.2
H 1.66542 -2.60544 -1.58858 0.0 -0.3 -0.2
H -0.01876 -1.25999 2.25286 0.4 0.3 -0.6
H -2.07555 1.64363 1.73814 0.2 -0.2 -0.5
H 1.32080 1.01442 2.25142 0.1 -0.7 0.3
H 1.20059 -2.56303 0.00979 -0.1 0.4 -0.3
H 0.14434 0.25887 4.32882 0.3 -0.2 -0.2
H 1.14499 -1.23520 4.42936 0.0 0.5 -0.3
H -1.96298 2.44269 0.17694 0.0 -0.2 -0.1
H 1.89609 0.34956 4.64516 -0.2 0.0 0.1
```
Forces are in eV/Å.

ΔE to the lowest compared entry with this formula, charge and spin = 0.00 kJ/mol
E_LUMO (spin up / spin down) = 3.180 / 3.118 eV
Frontier orbital gap (spin up / spin down) = 3.04 / 2.90 eV
Spin multiplicity = 1
Molar mass = 287.4 g/mol
Total charge = -1
E_HOMO (spin up / spin down) = 0.1 / 0.2 eV

=====

# 5
This record from OMol25 describes the molecule C6H8N2. The level of theory is ωB97M-V/def2-TZVPD.

XYZ file:
```
16
Properties=species:S:1:pos:R:3:forces:R:3
N -0.94828 -1.01443 0.84084 3.3 -3.7 1.8
N -0.04506 0.93307 1.74409 -3.7 -0.8 3.1
C 0.69747 0.70907 0.60147 -1.2 -1.6 -3.2
C 1.04053 -1.58184 -0.56714 -0.8 0.1 -0.7
C -0.92665 -0.01738 1.83637 0.2 0.3 0.9
C 0.08124 1.46378 -0.58125 0.3 3.4 -1.2
C -0.51205 1.05614 -1.69821 -1.0 -2.6 -1.8
C 0.34815 -0.74780 0.23431 1.4 -0.9 -1.4
H -0.77490 1.75334 -2.52201 0.1 -0.1 1.1
H 1.71975 0.95249 0.78726 0.8 0.0 -0.4
H -0.74207 -2.08561 1.38289 -1.4 3.9 -2.0
H -1.67054 -0.28668 2.61191 0.6 1.3 -0.1
H 1.94888 -1.13113 -1.15972 -1.8 -1.5 1.4
H 0.11263 2.63213 -0.64861 0.4 -2.1 1.0
H -0.82608 -0.03987 -2.04854 1.1 2.2 1.3
H 0.49699 -2.59527 -0.81365 1.6 2.0 0.2
```
Forces are in eV/Å.

ΔE to the lowest compared entry with this formula, charge and spin = 344.68 kJ/mol
SMILES = C=C[C@H]1N=CNC1=C
E_LUMO = 0.751 eV
Frontier orbital gap = 9.64 eV
Spin multiplicity = 1
Molar mass = 108.1 g/mol
Total charge = 0
E_HOMO = -8.9 eV